Entry 1:
The following is a DFT calculation (the ωB97M-V functional and the def2-TZVPD basis) of a 11-piece molecular cluster, C66H55F11 overall at a distorted geometry.

XYZ file:
```
132
Properties=species:S:1:pos:R:3:lowdin_charge:R:1
F 21.166 16.054 8.628 0.068
C 20.539 16.568 9.691 -0.295
C 19.904 17.813 9.585 -0.010
C 19.175 18.315 10.649 -0.071
C 19.151 17.541 11.817 -0.104
C 19.835 16.361 11.954 -0.077
C 20.545 15.865 10.856 -0.017
H 19.868 18.297 8.618 0.114
H 18.699 19.245 10.591 0.084
H 18.514 17.922 12.577 0.086
H 19.924 15.781 12.859 0.101
H 21.061 14.918 10.897 0.121
F 18.165 13.357 11.939 0.037
C 17.209 12.487 11.578 -0.289
C 16.487 12.745 10.416 -0.010
C 15.569 11.740 9.994 -0.070
C 15.390 10.628 10.782 -0.111
C 16.071 10.395 11.967 -0.080
C 16.998 11.356 12.410 0.003
H 16.634 13.657 9.867 0.108
H 14.971 11.863 9.065 0.118
H 14.742 9.827 10.448 0.106
H 15.847 9.520 12.552 0.095
H 17.549 11.250 13.362 0.111
F 11.146 18.341 10.615 0.060
C 10.244 18.954 11.393 -0.289
C 10.637 19.781 12.436 -0.010
C 9.622 20.422 13.155 -0.070
C 8.266 20.115 12.995 -0.091
C 7.891 19.218 11.978 -0.065
C 8.884 18.656 11.184 -0.012
H 11.691 19.942 12.634 0.102
H 9.929 21.072 13.876 0.075
H 7.519 20.566 13.672 0.115
H 6.872 19.073 11.751 0.092
H 8.725 17.913 10.421 0.104
F 8.162 20.230 16.893 0.061
C 8.950 19.162 16.713 -0.293
C 10.075 18.924 17.501 -0.018
C 10.894 17.805 17.286 -0.049
C 10.515 16.949 16.224 -0.112
C 9.441 17.195 15.449 -0.089
C 8.599 18.285 15.706 -0.015
H 10.289 19.559 18.370 0.118
H 11.761 17.664 17.929 0.107
H 11.132 16.087 16.017 0.087
H 9.096 16.445 14.720 0.104
H 7.732 18.515 15.141 0.096
F 8.423 11.804 13.246 0.063
C 8.672 12.803 12.388 -0.326
C 9.206 13.967 12.797 -0.040
C 9.394 15.020 11.913 -0.049
C 9.234 14.787 10.542 -0.088
C 8.820 13.552 10.104 -0.083
C 8.563 12.536 11.041 -0.003
H 9.294 14.011 13.882 0.118
H 9.842 15.934 12.299 0.088
H 9.398 15.502 9.788 0.087
H 8.698 13.367 9.064 0.100
H 8.169 11.589 10.618 0.134
F 11.492 11.789 9.869 0.030
C 11.759 13.004 9.253 -0.280
C 12.374 14.004 9.931 -0.029
C 12.669 15.230 9.325 -0.056
C 12.232 15.449 8.020 -0.067
C 11.618 14.389 7.286 -0.062
C 11.405 13.159 7.915 -0.031
H 12.671 13.878 10.973 0.108
H 13.209 15.931 9.906 0.080
H 12.514 16.371 7.456 0.099
H 11.352 14.498 6.248 0.097
H 11.060 12.328 7.329 0.112
F 12.261 14.722 13.844 0.029
C 13.128 15.560 13.215 -0.251
C 14.353 15.107 12.719 -0.055
C 15.221 15.947 12.102 -0.060
C 14.832 17.327 12.053 -0.076
C 13.566 17.717 12.413 -0.097
C 12.681 16.879 13.087 0.009
H 14.533 14.054 12.811 0.114
H 16.146 15.590 11.684 0.098
H 15.444 18.043 11.507 0.076
H 13.297 18.754 12.132 0.088
H 11.687 17.217 13.295 0.089
F 15.424 12.189 17.319 0.036
C 15.846 13.225 16.539 -0.266
C 15.115 14.394 16.475 -0.035
C 15.639 15.471 15.807 -0.042
C 16.898 15.259 15.081 -0.077
C 17.530 14.047 15.042 -0.086
C 16.980 12.983 15.774 -0.007
H 14.198 14.480 16.986 0.094
H 15.103 16.444 15.830 0.121
H 17.306 16.121 14.614 0.080
H 18.393 13.922 14.445 0.084
H 17.460 12.042 15.844 0.102
F 11.556 14.304 18.162 0.016
C 11.514 12.965 17.814 -0.249
C 10.476 12.431 17.061 -0.014
C 10.471 11.060 16.818 -0.067
C 11.450 10.241 17.394 -0.085
C 12.480 10.809 18.111 -0.092
C 12.543 12.170 18.275 -0.044
H 9.660 13.043 16.685 0.114
H 9.674 10.637 16.244 0.101
H 11.495 9.172 17.347 0.099
H 13.253 10.192 18.524 0.106
H 13.319 12.609 18.883 0.115
F 11.297 8.319 12.475 0.027
C 11.946 9.352 13.115 -0.245
C 13.064 9.080 13.928 -0.017
C 13.775 10.138 14.488 -0.118
C 13.300 11.396 14.317 -0.087
C 12.179 11.642 13.496 -0.057
C 11.464 10.619 12.908 -0.014
H 13.476 8.065 14.029 0.121
H 14.638 9.922 15.112 0.112
H 13.725 12.290 14.735 0.087
H 11.783 12.628 13.560 0.071
H 10.551 10.779 12.319 0.111
F 13.282 18.707 7.000 0.012
C 13.461 19.484 8.134 -0.254
C 14.560 19.284 8.867 -0.026
C 14.706 20.160 9.930 -0.114
C 13.808 21.156 10.215 -0.101
C 12.709 21.363 9.377 -0.074
C 12.548 20.553 8.265 0.003
H 15.264 18.472 8.738 0.128
H 15.663 20.120 10.503 0.116
H 13.958 21.899 10.967 0.098
H 12.005 22.195 9.539 0.118
H 11.843 20.693 7.494 0.105
```

Properties
SMILES: Fc1ccccc1.Fc1ccccc1.Fc1ccccc1.Fc1ccccc1.Fc1ccccc1.Fc1ccccc1.Fc1ccccc1.Fc1ccccc1.Fc1ccccc1.Fc1ccccc1.Fc1ccccc1
Energy in eV: -99224.7043

Entry 2:
The following is a DFT calculation (the ωB97M-V functional and the def2-TZVPD basis) of C66H91BaN9O26 as an isolated structure at a distorted geometry.

XYZ file:
```
193
Properties=species:S:1:pos:R:3:lowdin_charge:R:1
Ba 0.560 3.410 -1.810 1.975
C -1.112 1.039 0.806 -0.045
C -0.265 0.393 -0.246 -0.547
C -0.722 -1.023 -0.470 -0.050
O -0.338 1.089 -1.484 -0.568
H -2.135 0.942 0.515 0.040
H -0.867 2.071 0.966 0.060
H -1.000 0.595 1.794 0.071
H 0.785 0.353 0.081 0.109
H -0.120 -1.564 -1.186 0.062
H -1.744 -1.024 -0.823 0.057
H -0.779 -1.497 0.464 0.056
C 3.863 5.639 -3.587 -0.075
C 3.651 4.934 -2.246 -0.602
C 3.153 6.024 -1.220 -0.050
O 2.776 3.871 -2.346 -0.635
H 2.990 6.127 -4.064 0.065
H 4.263 4.912 -4.304 0.075
H 4.638 6.404 -3.446 0.076
H 4.633 4.562 -1.979 0.108
H 3.849 6.825 -0.927 0.076
H 2.858 5.477 -0.317 0.040
H 2.297 6.527 -1.723 0.083
C 4.318 0.622 0.699 -0.058
C 5.273 1.759 1.090 -0.061
O 4.394 2.894 1.337 0.040
C 3.159 2.508 0.904 -0.564
O 2.221 3.270 0.747 0.050
O 2.965 1.214 0.862 0.076
H 4.462 -0.186 1.396 0.118
H 4.443 0.394 -0.358 0.060
H 5.966 1.958 0.299 0.102
H 5.802 1.540 1.994 0.123
C -0.236 -7.528 -5.198 -0.055
C -1.325 -6.923 -4.321 -0.089
O -1.053 -7.490 -3.022 0.048
C -0.093 -8.416 -3.069 -0.585
O 0.340 -9.024 -2.118 0.128
O 0.358 -8.551 -4.320 0.072
H 0.409 -6.763 -5.555 0.092
H -0.664 -8.109 -5.966 0.114
H -2.340 -7.213 -4.589 0.133
H -1.253 -5.849 -4.224 0.092
C 0.779 5.559 1.905 -0.097
C -0.361 6.343 2.512 -0.106
O -1.274 6.448 1.413 0.061
C -0.976 5.588 0.393 -0.602
O -1.608 5.264 -0.569 0.087
O 0.249 5.102 0.612 -0.077
H 0.974 4.698 2.540 0.118
H 1.587 6.265 1.728 0.118
H 0.020 7.343 2.813 0.141
H -0.848 5.925 3.366 0.118
C -4.985 2.969 3.631 -0.065
C -5.285 2.449 2.184 -0.042
O -3.916 2.383 1.650 0.026
C -3.126 3.275 2.290 -0.493
O -2.013 3.609 1.977 0.136
O -3.720 3.668 3.480 0.025
H -4.780 2.151 4.333 0.114
H -5.688 3.711 3.959 0.121
H -5.906 3.087 1.638 0.107
H -5.727 1.449 2.144 0.109
C 3.519 -1.802 4.908 -0.090
C 2.207 -2.482 5.269 -0.087
O 1.367 -2.072 4.202 0.051
C 1.781 -0.985 3.668 -0.649
O 1.194 -0.263 2.915 0.149
O 3.026 -0.749 4.077 0.062
H 4.165 -2.517 4.349 0.139
H 4.079 -1.410 5.770 0.138
H 1.825 -2.112 6.229 0.138
H 2.270 -3.570 5.329 0.142
C -0.694 -6.491 0.137 -0.089
C -0.644 -7.833 0.905 -0.057
O -0.265 -7.375 2.226 0.055
C -0.374 -6.051 2.357 -0.608
O -0.220 -5.459 3.380 0.142
O -0.664 -5.524 1.179 0.049
H -1.596 -6.303 -0.406 0.117
H 0.156 -6.408 -0.473 0.105
H 0.078 -8.614 0.550 0.140
H -1.620 -8.254 1.061 0.121
C -1.606 -2.930 4.662 -0.066
C -1.545 -2.493 3.193 -0.076
O -2.373 -1.304 3.206 0.040
C -3.036 -1.150 4.340 -0.634
O -3.703 -0.229 4.632 0.152
O -2.700 -2.131 5.190 0.065
H -0.754 -2.548 5.246 0.120
H -1.738 -4.024 4.825 0.133
H -1.942 -3.240 2.528 0.119
H -0.555 -2.272 2.933 0.075
C -1.679 1.946 5.552 -0.103
C -0.583 1.213 4.768 -0.078
O 0.073 0.440 5.821 0.038
C -0.332 0.839 7.054 -0.571
O 0.213 0.545 8.053 0.169
O -1.295 1.786 6.916 0.057
H -2.734 1.548 5.452 0.123
H -1.587 2.994 5.358 0.115
H 0.096 1.968 4.313 0.132
H -0.892 0.546 3.955 0.095
N -5.417 0.189 0.004 0.007
C -6.684 -0.199 0.306 -0.124
C -6.544 -1.209 1.310 -0.130
C -5.215 -1.476 1.500 -0.115
C -4.478 -0.592 0.622 -0.101
H -5.201 0.808 -0.771 0.118
H -7.554 0.399 0.005 0.113
H -7.384 -1.665 1.824 0.093
H -4.781 -2.159 2.268 0.107
H -3.405 -0.466 0.477 0.085
N 0.161 0.003 -3.788 0.005
C -1.076 -0.199 -4.330 -0.169
C -0.967 -0.025 -5.665 -0.132
C 0.395 0.167 -6.030 -0.085
C 1.039 0.297 -4.820 -0.141
H 0.276 0.234 -2.783 0.068
H -1.900 -0.497 -3.684 0.109
H -1.815 -0.065 -6.300 0.089
H 0.718 0.321 -7.041 0.094
H 2.068 0.517 -4.670 0.089
N -0.801 3.213 -4.625 -0.005
C -1.755 4.051 -4.124 -0.184
C -1.269 5.285 -4.093 -0.131
C 0.090 5.279 -4.620 -0.088
C 0.325 3.932 -4.990 -0.148
H -0.952 2.263 -4.737 0.074
H -2.785 3.664 -3.931 0.118
H -1.860 6.145 -3.859 0.103
H 0.748 6.123 -4.691 0.080
H 1.207 3.405 -5.334 0.112
N -4.107 -3.510 -1.399 0.045
C -4.456 -3.946 -2.614 -0.148
C -3.315 -4.281 -3.279 -0.135
C -2.210 -3.922 -2.519 -0.121
C -2.703 -3.598 -1.296 -0.118
H -4.673 -2.989 -0.738 0.124
H -5.504 -4.095 -2.849 0.116
H -3.265 -4.642 -4.291 0.088
H -1.168 -4.259 -2.666 0.089
H -2.129 -3.342 -0.431 0.090
N 4.164 -2.872 0.254 0.034
C 2.908 -2.445 0.590 -0.155
C 2.253 -3.442 1.284 -0.094
C 3.159 -4.575 1.307 -0.092
C 4.255 -4.190 0.614 -0.162
H 4.842 -2.444 -0.384 0.131
H 2.478 -1.462 0.360 0.111
H 1.262 -3.217 1.655 0.085
H 2.967 -5.530 1.850 0.111
H 5.194 -4.710 0.545 0.107
N 4.354 1.528 -2.262 0.042
C 5.688 1.377 -2.179 -0.171
C 6.036 0.055 -2.239 -0.099
C 4.823 -0.657 -2.384 -0.122
C 3.788 0.283 -2.445 -0.113
H 3.891 2.399 -2.396 0.073
H 6.220 2.314 -2.099 0.121
H 7.043 -0.369 -2.120 0.106
H 4.698 -1.726 -2.566 0.101
H 2.691 0.288 -2.569 0.111
N 0.852 -3.055 -3.369 0.005
C 1.403 -3.894 -2.464 -0.174
C 2.015 -4.943 -3.101 -0.084
C 1.802 -4.683 -4.515 -0.115
C 1.111 -3.481 -4.646 -0.108
H 0.255 -2.264 -3.124 0.105
H 1.240 -3.711 -1.426 0.091
H 2.484 -5.780 -2.564 0.103
H 2.187 -5.319 -5.316 0.088
H 0.922 -2.815 -5.460 0.098
N -3.107 1.504 -2.093 0.032
C -3.990 1.400 -3.146 -0.173
C -4.881 2.453 -3.102 -0.127
C -4.581 3.280 -1.933 -0.057
C -3.446 2.613 -1.404 -0.183
H -2.147 1.045 -1.948 0.121
H -3.974 0.564 -3.850 0.106
H -5.803 2.567 -3.688 0.095
H -5.116 4.070 -1.483 0.077
H -2.928 2.838 -0.504 0.078
N 3.440 4.700 3.457 0.034
C 3.010 3.759 4.346 -0.140
C 2.294 4.394 5.317 -0.117
C 2.391 5.783 5.086 -0.115
C 3.063 5.939 3.914 -0.166
H 3.992 4.480 2.650 0.118
H 3.227 2.687 4.216 0.126
H 1.793 3.861 6.183 0.119
H 2.126 6.674 5.658 0.103
H 3.307 6.863 3.478 0.102
```

Properties
Energy in eV: -137258.6217

What is the formula in the first record?
C66H55F11